No. 1
The molecule C2H3FNP, computed with ωB97M-V with the def2-TZVPD basis set.

Each line ends with the natural charge from an NBO analysis.
Atoms and positions in Å:
H (-0.06, 1.85, 1.57)  0.344
N (0.63, 1.30, 1.07)  -0.549
C (0.07, 0.45, 0.37)  0.030
C (0.46, -0.84, -0.28)  -0.750
P (-1.37, -0.59, -0.11)  1.006
F (-1.55, 0.15, -1.60)  -0.577
H (0.88, -0.88, -1.35)  0.266
H (0.93, -1.43, 0.33)  0.230

Molar mass = 91.03 g mol⁻¹
Energy = -573.925737 hartree
Lowest unoccupied orbital energy = 0.2 eV
Strongest force on any atom = 6.44 eV/A
Multiplicity = 1
Kohn-Sham gap = 9.3 eV

---

No. 2
A structure of composition C19H27CrN5O2S, computed with ωB97M-V with the def2-TZVPD basis set.

Each line ends with the natural charge from an NBO analysis.
Atoms and positions in Å:
Cr (0.85, 0.35, 0.15)  1.128
C (1.83, 0.82, 2.98)  -0.060
C (2.82, -1.03, 1.75)  -0.340
N (1.19, -2.60, 1.05)  -0.497
C (0.00, -3.12, 0.38)  -0.237
C (-1.29, -2.78, 1.14)  -0.527
S (-1.58, -0.98, 1.22)  0.229
C (-1.02, -0.63, 2.92)  -0.520
C (-0.65, 0.84, 3.03)  -0.237
N (0.57, 1.14, 2.25)  -0.669
H (2.19, 1.69, 3.52)  0.222
H (1.62, 0.04, 3.71)  0.184
H (2.93, -1.63, 2.67)  0.199
H (3.68, -1.26, 1.11)  0.261
H (1.67, -3.26, 1.65)  0.406
H (0.10, -4.21, 0.30)  0.241
H (-0.07, -2.70, -0.62)  0.215
H (-1.28, -3.16, 2.16)  0.241
H (-2.14, -3.21, 0.61)  0.266
H (-0.17, -1.26, 3.15)  0.208
H (-1.84, -0.87, 3.60)  0.258
H (-0.53, 1.12, 4.08)  0.226
H (-1.47, 1.45, 2.64)  0.222
H (0.59, 2.14, 2.08)  0.392
O (3.96, 1.33, -5.78)  -0.716
C (3.39, 0.05, -5.59)  -0.102
C (2.74, 0.03, -4.24)  0.076
C (2.49, -1.15, -3.55)  -0.223
C (1.89, -1.09, -2.31)  0.071
N (1.51, 0.05, -1.73)  -0.534
C (1.73, 1.20, -2.41)  0.157
C (2.34, 1.22, -3.65)  -0.160
C (1.21, 2.42, -1.76)  0.181
C (1.41, 3.69, -2.27)  -0.204
C (0.84, 4.79, -1.63)  0.077
C (1.12, 6.18, -2.17)  -0.103
O (1.28, 6.19, -3.56)  -0.697
C (0.03, 4.56, -0.53)  -0.225
C (-0.12, 3.26, -0.08)  0.058
N (0.48, 2.21, -0.64)  -0.554
H (4.47, 1.34, -6.60)  0.499
H (4.14, -0.75, -5.65)  0.199
H (2.62, -0.15, -6.35)  0.207
H (2.77, -2.11, -3.97)  0.248
H (1.72, -2.00, -1.75)  0.201
H (2.53, 2.14, -4.17)  0.257
H (2.00, 3.86, -3.16)  0.260
H (2.08, 6.51, -1.75)  0.220
H (0.36, 6.88, -1.82)  0.198
H (0.42, 6.28, -4.00)  0.485
H (-0.48, 5.37, -0.03)  0.249
H (-0.80, 3.06, 0.74)  0.201
N (2.83, 0.41, 2.01)  -0.642
C (1.59, -1.37, 0.96)  0.100
H (3.75, 0.74, 2.25)  0.409

Molar mass = 441.52 g mol⁻¹
Expectation value of S² = 6.02
Energy = -2606.661938 hartree
Lowest unoccupied orbital energy (spin up / spin down) = -6.0 / -6.2 eV
Strongest force on any atom = 1.30 eV/A
Charge = +2
Multiplicity = 5
Kohn-Sham gap (spin up / spin down) = 7.9 / 8.7 eV

---

No. 3
A cluster of 2 separate species, C2H5NO3S in total, computed with ωB97M-V with the def2-TZVPD basis set.

Each line ends with the natural charge from an NBO analysis.
Atoms and positions in Å:
O (-0.84, -2.01, 0.68)  -0.587
C (-1.35, -1.20, -0.04)  0.735
O (-1.57, -1.31, -1.33)  -0.673
C (-1.75, 0.10, 0.65)  0.157
O (-1.56, 0.16, 1.91)  -0.643
S (-2.48, 1.28, -0.20)  -0.073
H (-1.89, -0.47, -1.87)  0.539
H (-1.28, -0.57, 2.44)  0.523
N (0.79, 0.39, -0.29)  -1.063
H (0.68, 0.91, 0.62)  0.357
H (1.45, 0.95, -0.80)  0.366
H (1.33, -0.41, -0.02)  0.363

Molar mass = 123.13 g mol⁻¹
Energy = -757.859675 hartree
Lowest unoccupied orbital energy (spin up / spin down) = -0.4 / -0.4 eV
Strongest force on any atom = 3.19 eV/A
Multiplicity = 1
Kohn-Sham gap (spin up / spin down) = 8.8 / 8.8 eV

---

No. 4
A structure of composition C14H17Cl2CoN, computed with ωB97M-V with the def2-TZVPD basis set.

Each line ends with the natural charge from an NBO analysis.
Atoms and positions in Å:
Co (-0.64, 0.00, 0.46)  1.095
Cl (-0.91, 2.04, 1.09)  -0.714
Cl (-1.23, -1.20, 2.21)  -0.743
C (-2.37, -0.16, -0.04)  -0.718
H (-2.83, -1.12, 0.23)  0.193
H (-3.04, 0.68, 0.10)  0.197
C (-0.41, -0.45, -1.50)  -0.326
C (-1.81, -0.24, -1.50)  -0.315
H (-0.03, -1.23, -0.78)  0.181
C (-2.31, 0.89, -2.46)  -0.390
H (-2.29, -1.17, -1.88)  0.204
C (-1.71, 0.70, -3.85)  -0.396
H (-3.40, 0.86, -2.50)  0.200
H (-2.02, 1.87, -2.05)  0.213
C (-0.18, 0.65, -3.79)  -0.388
H (-2.10, -0.21, -4.30)  0.180
H (-2.03, 1.53, -4.49)  0.192
C (0.37, -0.37, -2.76)  -0.427
H (0.21, 0.41, -4.79)  0.189
H (0.19, 1.64, -3.51)  0.195
H (0.36, -1.36, -3.25)  0.175
H (1.42, -0.15, -2.55)  0.206
N (1.14, 0.00, 1.22)  -0.394
C (1.80, -0.01, 2.19)  0.382
C (2.48, -0.10, 3.44)  -0.166
C (3.88, -0.10, 3.53)  -0.164
C (4.51, -0.30, 4.76)  -0.228
C (3.75, -0.45, 5.92)  -0.199
C (2.35, -0.41, 5.85)  -0.221
C (1.72, -0.21, 4.62)  -0.132
H (4.48, 0.04, 2.62)  0.221
H (5.60, -0.34, 4.82)  0.211
H (4.24, -0.60, 6.88)  0.208
H (1.75, -0.52, 6.75)  0.218
H (0.63, -0.17, 4.56)  0.263

Molar mass = 329.14 g mol⁻¹
Expectation value of S² = 6.02
Energy = -2901.520759 hartree
Lowest unoccupied orbital energy (spin up / spin down) = 2.7 / 2.7 eV
Strongest force on any atom = 5.45 eV/A
Charge = -1
Multiplicity = 5
Kohn-Sham gap (spin up / spin down) = 4.5 / 6.8 eV

---

No. 5
A cluster of 3 separate species, C2H10NO3 in total, computed with ωB97M-V with the def2-TZVPD basis set.

Each line ends with the natural charge from an NBO analysis.
Atoms and positions in Å:
C (-0.02, -0.65, -0.75)  -0.085
O (-0.58, 0.38, 0.05)  -0.975
C (0.99, -1.53, -0.09)  -0.231
N (0.51, -2.10, 1.11)  -0.841
H (0.24, -0.24, -1.76)  0.128
H (-0.96, -1.17, -1.02)  0.131
H (1.92, -0.88, 0.08)  0.137
H (1.26, -2.39, -0.80)  0.158
H (0.01, -1.39, 1.63)  0.374
H (1.35, -2.25, 1.70)  0.328
H (0.17, 3.23, 0.37)  0.461
H (0.91, 1.77, 0.46)  0.519
O (0.99, 2.76, 0.83)  -1.014
H (-2.34, 2.19, -0.25)  0.441
H (-1.88, 0.78, -0.63)  0.506
O (-2.57, 1.49, -0.93)  -1.039

Molar mass = 96.11 g mol⁻¹
Energy = -362.665209 hartree
Lowest unoccupied orbital energy = 4.2 eV
Strongest force on any atom = 3.67 eV/A
Charge = -1
Multiplicity = 1
Kohn-Sham gap = 7.8 eV

---

No. 6
A cluster of 2 separate species, C25H35N4O in total, computed with ωB97M-V with the def2-TZVPD basis set.

Each line ends with the natural charge from an NBO analysis.
Atoms and positions in Å:
C (-3.52, 0.96, 4.36)  -0.620
C (-3.10, 0.65, 2.93)  -0.033
C (-3.91, -0.46, 2.30)  -0.616
N (-1.71, 0.19, 2.89)  -0.179
N (-1.46, -1.10, 3.09)  -0.106
N (-0.12, -1.19, 3.14)  -0.086
C (0.46, -2.56, 3.25)  -0.043
C (0.03, -3.39, 2.05)  -0.615
C (-0.06, -3.18, 4.54)  -0.615
C (0.48, 0.02, 3.00)  0.091
C (1.93, 0.16, 3.08)  -0.106
C (2.63, 0.27, 4.31)  -0.137
C (4.01, 0.37, 4.34)  -0.226
C (4.74, 0.36, 3.15)  -0.198
C (4.08, 0.24, 1.93)  -0.203
C (2.70, 0.16, 1.88)  -0.199
C (-0.57, 0.96, 2.81)  0.153
C (-0.59, 2.33, 2.57)  -0.799
H (-4.54, 1.34, 4.40)  0.221
H (-3.48, 0.04, 4.97)  0.221
H (-2.86, 1.70, 4.81)  0.227
H (-3.12, 1.56, 2.34)  0.198
H (-4.98, -0.21, 2.29)  0.219
H (-3.59, -0.61, 1.26)  0.212
H (-3.75, -1.39, 2.84)  0.238
H (1.54, -2.44, 3.27)  0.230
H (0.44, -4.41, 2.14)  0.227
H (-1.07, -3.46, 2.02)  0.227
H (0.39, -2.96, 1.11)  0.216
H (0.34, -4.19, 4.66)  0.226
H (0.25, -2.58, 5.41)  0.220
H (-1.15, -3.22, 4.51)  0.228
H (2.04, 0.27, 5.24)  0.215
H (4.53, 0.46, 5.30)  0.225
H (5.82, 0.44, 3.18)  0.223
H (4.65, 0.21, 1.00)  0.217
H (2.16, 0.06, 0.94)  0.216
H (0.35, 2.85, 2.50)  0.222
H (-1.54, 2.84, 2.59)  0.182
C (3.60, 2.06, -4.36)  -0.261
O (2.40, 1.34, -4.00)  -0.472
C (1.56, 1.90, -3.09)  0.371
C (0.39, 1.17, -2.78)  -0.250
C (-0.54, 1.69, -1.90)  -0.136
C (-0.34, 2.95, -1.27)  -0.228
C (-1.34, 3.51, -0.38)  0.285
N (-1.79, 4.74, -0.49)  -0.293
C (-2.85, 5.25, 0.40)  -0.424
C (-1.40, 5.63, -1.58)  -0.426
C (0.87, 3.64, -1.56)  -0.067
C (1.80, 3.14, -2.44)  -0.335
H (4.08, 1.43, -5.10)  0.220
H (3.35, 3.04, -4.80)  0.189
H (4.25, 2.20, -3.49)  0.188
H (0.25, 0.21, -3.27)  0.245
H (-1.47, 1.14, -1.71)  0.228
H (-1.84, 2.86, 0.36)  0.251
H (-3.03, 6.30, 0.15)  0.230
H (-3.79, 4.69, 0.25)  0.229
H (-2.58, 5.17, 1.46)  0.241
H (-2.12, 6.46, -1.61)  0.227
H (-0.39, 6.05, -1.44)  0.228
H (-1.43, 5.10, -2.54)  0.240
H (1.08, 4.59, -1.07)  0.209
H (2.72, 3.69, -2.65)  0.239

Molar mass = 407.58 g mol⁻¹
Energy = -1267.562738 hartree
Lowest unoccupied orbital energy = -3.6 eV
Strongest force on any atom = 2.57 eV/A
Charge = +1
Multiplicity = 1
Kohn-Sham gap = 4.8 eV

---

Energy above the lowest of the compared OMol25 structures with the same formula, charge and spin, respectively: 0.197 0.477 1.122 0.000 1.148 1.413 eV.